Entry 1:
Computed, not measured: 8 unconnected molecules or ions with the total composition C46H109NO22 in a non-equilibrium geometry, with ωB97M-V/def2-TZVPD.

```
178
Properties=species:S:1:pos:R:3:mulliken_charge:R:1
C 0.9317 -4.3845 3.3408 -0.32
O 1.6186 -4.7182 2.1478 -0.38
C 0.7629 -5.2735 1.1735 -0.36
C 1.3820 -5.0628 -0.2005 1.69
C 0.5132 -5.7323 -1.2801 -1.37
N 2.7175 -5.6732 -0.2117 -0.78
H 0.5007 -5.2796 3.7967 0.43
H 0.1250 -3.6737 3.1294 -0.13
H 1.6540 -3.8376 3.9439 0.25
H 0.5604 -6.3357 1.3924 0.34
H -0.2630 -4.8938 1.2988 -0.04
H 1.6304 -4.0410 -0.4978 -0.59
H -0.4125 -5.1553 -1.3058 0.17
H 0.4611 -6.8172 -1.1906 0.50
H 0.9498 -5.5874 -2.2728 0.13
H 3.1947 -5.4074 0.6465 0.25
H 2.5763 -6.6783 -0.0989 0.33
C 4.0752 2.0888 2.1186 -0.08
O 5.4604 2.3547 2.0679 -0.49
C 5.9518 2.4958 0.7468 0.43
C 7.2707 3.2458 0.7238 -0.79
O 7.7282 3.4261 -0.6127 -0.33
C 7.3741 4.6859 -1.1550 -0.36
C 7.8554 4.7888 -2.6087 -0.76
O 6.9944 4.2019 -3.5447 -0.44
C 6.8748 2.7687 -3.4752 -0.38
H 3.5892 3.0769 2.1290 0.41
H 3.8332 1.6591 3.0891 0.22
H 3.6210 1.5407 1.2901 -0.25
H 5.2567 2.9804 0.0476 -0.10
H 6.0628 1.4919 0.3214 0.11
H 8.0413 2.6145 1.1627 0.27
H 7.0974 4.2291 1.1661 0.42
H 7.7529 5.5146 -0.5400 0.45
H 6.2937 4.8516 -1.0471 0.32
H 8.8276 4.2859 -2.6950 0.35
H 8.0532 5.8281 -2.8690 0.39
H 6.0127 2.4457 -2.8933 0.00
H 7.7705 2.2798 -3.0910 0.31
H 6.7526 2.5794 -4.5411 0.31
C 3.9380 -0.4396 -1.4696 -0.15
O 4.4869 0.1635 -2.6025 -0.24
C 3.6685 -0.0955 -3.7666 -0.33
C 3.9685 -1.4028 -4.4641 -0.83
O 3.7206 -2.5458 -3.6824 0.04
C 3.5430 -3.7539 -4.4181 0.09
C 4.7244 -4.7179 -4.4798 -0.49
O 4.4117 -5.7822 -5.3509 -0.41
C 3.4739 -6.7491 -4.8804 -0.63
H 4.4194 -0.2489 -0.5079 0.05
H 3.8620 -1.5314 -1.5535 0.44
H 2.8859 -0.1889 -1.2581 -0.17
H 3.9564 0.7217 -4.4218 0.43
H 2.6095 -0.1710 -3.5033 0.03
H 5.0330 -1.3607 -4.7368 0.24
H 3.4005 -1.3680 -5.4016 0.49
H 3.1026 -3.5364 -5.3970 0.35
H 2.6916 -4.1806 -3.8713 -0.29
H 5.0305 -5.1302 -3.5148 0.29
H 5.5700 -4.2082 -4.9462 0.29
H 3.6604 -7.5855 -5.5522 0.25
H 2.4698 -6.3322 -4.9221 0.27
H 3.6959 -7.1529 -3.8875 0.29
C -6.2580 2.1833 3.8581 -0.18
O -7.5047 1.4765 3.7155 -0.42
C -7.5909 0.3283 4.5127 -0.68
C -6.6957 -0.8283 4.0283 -0.37
O -5.3609 -0.6525 4.5061 -0.34
C -4.4547 -1.4599 3.8149 -0.55
C -4.1131 -0.9349 2.3869 -0.59
O -3.1316 -1.6414 1.6114 0.10
C -2.8763 -3.0193 1.9123 -0.54
H -6.1268 2.5162 4.8905 0.28
H -6.3725 3.0708 3.2431 0.24
H -5.4853 1.4816 3.5568 -0.10
H -8.5901 -0.0376 4.7417 0.43
H -7.2202 0.5623 5.5228 0.30
H -6.8156 -0.6420 2.9529 0.28
H -6.9883 -1.8384 4.3159 0.47
H -4.7570 -2.5077 3.7445 0.37
H -3.4963 -1.3823 4.3357 0.20
H -3.8173 0.1124 2.4162 0.24
H -4.9760 -1.0600 1.7205 0.42
H -1.8520 -3.1936 1.5798 -0.31
H -3.5742 -3.6040 1.3071 0.28
H -2.9008 -3.1483 2.9931 0.50
C -8.6151 -4.2236 -9.1162 -0.76
O -8.3364 -4.4242 -7.7640 -0.32
C -7.1424 -3.7558 -7.3457 -0.44
C -6.7089 -4.4077 -6.0440 -0.47
O -5.6978 -3.6758 -5.4233 -0.23
C -5.2642 -4.2485 -4.1922 -0.81
C -4.0403 -3.5570 -3.6108 -0.22
O -4.3307 -2.3422 -2.9877 -0.25
C -4.7290 -1.2566 -3.8185 -0.79
H -8.5263 -3.1797 -9.4532 0.31
H -9.6812 -4.4054 -9.2679 0.27
H -8.0125 -4.8242 -9.8037 0.30
H -7.4281 -2.6998 -7.2753 0.33
H -6.3670 -3.7512 -8.1169 0.32
H -6.3740 -5.4090 -6.3527 0.22
H -7.5495 -4.5652 -5.3587 0.31
H -5.0983 -5.3231 -4.3257 0.47
H -6.1038 -4.1648 -3.4919 0.33
H -3.2879 -3.4604 -4.4021 0.32
H -3.6758 -4.2806 -2.8808 0.30
H -5.8030 -1.1808 -3.9803 0.30
H -4.1480 -1.3092 -4.7439 0.37
H -4.3522 -0.4018 -3.2510 0.19
C 0.5385 -2.0309 -2.4282 -0.52
O -0.6161 -2.3254 -1.6495 -0.04
C -1.6788 -1.4050 -1.6323 -0.51
C -1.4594 -0.0811 -0.8733 -0.23
O -0.2620 0.5428 -1.2557 -0.06
C 0.0271 1.7915 -0.6647 -0.91
C 1.4105 2.3027 -0.8819 1.19
O 1.7306 2.5224 -2.2345 -0.51
C 2.9330 3.2043 -2.5441 -0.62
H 0.6128 -1.1889 -3.1137 0.52
H 0.8315 -2.9455 -2.9518 0.11
H 1.3327 -1.9276 -1.6817 -0.13
H -2.4990 -2.0261 -1.2797 0.30
H -1.9705 -1.0390 -2.6235 0.04
H -1.5128 -0.0084 0.2199 0.18
H -2.2697 0.5381 -1.2981 0.15
H -0.0554 1.6569 0.4224 0.11
H -0.7323 2.4760 -1.0561 0.42
H 2.1844 1.6210 -0.5143 -0.94
H 1.4618 3.2234 -0.2854 0.51
H 2.7571 4.2799 -2.4681 0.45
H 3.0733 3.0246 -3.6113 0.28
H 3.7586 2.7289 -2.0111 0.02
C 0.4458 4.7436 2.5972 -0.54
O -0.0354 6.0588 2.7282 -0.35
C -0.3150 6.5990 1.4561 -0.37
C -0.8364 8.0320 1.5449 -0.54
O -2.0995 8.0622 2.1754 -0.25
C -2.6458 9.3664 2.1086 -0.61
C -3.0921 9.8335 3.5061 -0.56
O -2.0059 9.5210 4.3678 -0.24
C -1.9621 10.2836 5.5510 -0.80
H 1.5355 4.7818 2.4398 0.34
H 0.0202 4.2173 1.7360 0.12
H 0.2844 4.1878 3.5225 0.26
H -1.0659 6.0369 0.8895 0.29
H 0.5654 6.6901 0.8069 0.34
H -0.7347 8.3869 0.5129 0.34
H -0.1751 8.5980 2.2114 0.30
H -3.5756 9.3415 1.5334 0.32
H -1.9893 10.1269 1.6889 0.37
H -3.9773 9.2642 3.8223 0.29
H -3.4193 10.8686 3.6492 0.43
H -2.9092 10.2443 6.0960 0.31
H -1.6911 11.3202 5.3147 0.32
H -1.1526 9.9061 6.1740 0.22
C 3.4345 -1.4661 2.3035 -0.12
O 2.3945 -0.9061 3.0842 -0.41
C 1.1475 -0.9514 2.4373 1.66
C 0.0824 -0.5260 3.3841 -0.81
O 0.0317 -1.1366 4.6614 -0.26
C 0.2181 -0.2698 5.7607 -0.35
C 0.2583 -0.8761 7.1386 -0.74
O 1.2243 -1.9181 7.1785 -0.20
C 1.4716 -2.3334 8.4916 -0.84
H 4.3188 -1.5427 2.9413 0.31
H 3.6570 -0.7931 1.4744 -0.21
H 3.3077 -2.5184 2.0340 0.11
H 0.8500 -1.9616 2.1237 -0.58
H 1.1644 -0.2741 1.5746 -0.27
H -0.9368 -0.6806 3.0165 -0.15
H 0.1770 0.5686 3.4732 0.56
H -0.6335 0.4245 5.7211 0.36
H 1.1131 0.3387 5.5904 0.23
H -0.7098 -1.3515 7.3503 0.33
H 0.4134 -0.1256 7.9162 0.42
H 1.9796 -1.6050 9.1436 0.31
H 2.1969 -3.1465 8.5153 0.24
H 0.5298 -2.5748 8.9958 0.31
```

Properties
SMILES string   COC[C@H](C)N.COCCOCCOC.COCCOCCOC.COCCOCCOC.COCCOCCOC.COCCOCCOC.COCCOCCOC.COCCOCCOC
E   -3527.51637 Ha
Charge   0

***

Entry 2:
Computed, not measured: 2 unconnected molecules or ions with the total composition C8H14BrNSi in a non-equilibrium geometry, with ωB97M-V/def2-TZVPD.

```
25
Properties=species:S:1:pos:R:3:nbo_charge:R:1
C -2.2214 -1.2522 -1.0036 -1.07
Si -0.5593 -1.1497 -0.0350 1.58
C -0.9140 -1.8537 1.7523 -1.12
C 0.9000 -2.1757 -0.7683 -1.08
C -0.2579 0.6811 0.0905 -0.23
C -1.1907 1.7259 0.2225 -0.21
C -0.8487 3.0234 0.0054 -0.20
C 0.4468 3.3814 -0.0783 -0.25
C 1.3899 2.3312 0.0416 0.04
N 1.0314 1.0375 -0.0227 -0.44
H -2.4988 -0.1512 -1.1190 0.23
H -2.1511 -1.7375 -1.9207 0.23
H -2.9400 -1.7216 -0.4285 0.23
H -0.7032 -1.2136 2.6404 0.24
H -1.8138 -2.1892 2.1727 0.24
H -0.3069 -2.7816 2.0227 0.23
H 0.8501 -3.2467 -0.5253 0.24
H 0.7602 -2.1430 -1.8979 0.24
H 1.8164 -1.9048 -0.3113 0.25
H -2.3034 1.4698 0.1909 0.21
H -1.5844 3.7467 -0.0501 0.21
H 0.7965 4.3655 -0.3300 0.22
H 2.4855 2.4042 0.0112 0.20
Br 5.1587 -0.6491 0.2369 -0.20
H 4.6580 0.0031 -0.8965 0.20
```

Properties
SMILES string   C[Si](C)(C)c1ccccn1.Br
E   -3231.46240 Ha
Charge   0

***

Entry 3:
Computed, not measured: a molecular structure, C8H22F2N2O2Pd in a non-equilibrium geometry, with ωB97M-V/def2-TZVPD.

```
37
Properties=species:S:1:pos:R:3:nbo_charge:R:1
Pd 0.0201 0.0960 0.1034 1.35
F -0.9160 -0.1722 -1.7602 -0.85
F 0.7533 0.6597 1.9752 -0.84
C 4.0369 0.5766 -1.7637 -0.62
C 2.7325 0.7267 -0.9966 -0.09
C 1.8694 1.7904 -1.6239 -0.07
O 0.7624 2.0231 -0.7678 -0.55
C -0.0275 3.1145 -1.1505 -0.24
N 1.9796 -0.5445 -0.8833 -0.80
H 4.4789 1.5486 -1.9926 0.22
H 3.8682 0.1006 -2.7393 0.20
H 4.7636 -0.0334 -1.2292 0.22
H 2.9679 1.0956 0.0063 0.23
H 1.5067 1.4749 -2.6133 0.19
H 2.4446 2.7155 -1.7180 0.18
H 0.5804 4.0214 -1.2730 0.17
H -0.7295 3.3256 -0.3463 0.20
H -0.5600 2.9070 -2.0841 0.19
H 1.9148 -0.8854 -1.8462 0.38
H 2.6167 -1.2265 -0.4721 0.37
C -2.0153 -3.4122 1.8964 -0.63
C -1.6590 -2.1705 1.0692 -0.08
C -2.3581 -0.9781 1.6760 -0.07
O -2.0703 0.1937 0.9374 -0.55
C -3.1216 1.1039 0.8409 -0.23
N -0.1820 -1.9460 1.0401 -0.80
H -3.0717 -3.6740 1.8225 0.22
H -1.7834 -3.2382 2.9498 0.21
H -1.4448 -4.2717 1.5407 0.21
H -1.9930 -2.2918 0.0388 0.22
H -2.0572 -0.8269 2.7189 0.19
H -3.4336 -1.1801 1.6317 0.18
H -3.9045 0.7582 0.1525 0.18
H -2.7420 2.0463 0.4476 0.20
H -3.5908 1.3264 1.8078 0.17
H 0.1516 -1.9779 2.0038 0.39
H 0.2127 -2.7751 0.6013 0.37
```

Properties
E   -905.55190 Ha
Charge   0
Expectation value of S²   2.004
Multiplicity   3